{"formula": "C23H15FeO6P", "method": "ωB97M-V/def2-TZVPD", "elements": ["O", "C", "Fe", "O", "C", "C", "O", "C", "O", "C", "O", "O", "P", "C", "C", "C", "C", "C", "C", "C", "C", "C", "C", "C", "C", "C", "C", "C", "C", "C", "C", "H", "H", "H", "H", "H", "H", "H", "H", "H", "H", "H", "H", "H", "H", "H"], "xyz": [[0.0271, 3.4565, -4.3618], [0.0270, 2.3676, -4.0368], [0.0165, 0.0151, -3.1229], [0.0366, -0.9661, -5.8873], [0.0365, -0.3984, -4.8722], [0.1238, -1.6439, -2.7050], [0.2598, -2.7454, -2.3702], [-1.7799, -0.0131, -3.2677], [-2.9173, -0.0401, -3.0669], [1.8035, 0.0057, -3.2381], [2.9461, -0.0428, -3.0830], [-0.2108, 0.7780, -1.2822], [-0.1029, 0.1369, 0.1189], [-1.6777, -0.6671, 0.5384], [-2.4765, -0.0787, 1.5409], [-3.7124, -0.6314, 1.8830], [-4.1930, -1.7409, 1.1825], [-3.4408, -2.2900, 0.1415], [-2.2001, -1.7465, -0.1974], [1.4655, -0.7706, 0.2922], [1.5287, -2.1513, 0.5269], [2.7734, -2.7683, 0.6920], [3.9506, -2.0149, 0.6366], [3.8878, -0.6382, 0.4018], [2.6510, -0.0218, 0.2149], [0.0938, 1.4944, 1.2876], [0.3214, 1.1906, 2.6415], [0.4101, 2.2282, 3.5667], [0.2964, 3.5536, 3.1396], [0.1011, 3.8483, 1.7896], [-0.0010, 2.8200, 0.8503], [-2.1300, 0.8180, 2.0620], [-4.2830, -0.1819, 2.6973], [-5.1556, -2.1728, 1.4547], [-3.8214, -3.1481, -0.4128], [-1.6407, -2.1703, -1.0327], [0.6092, -2.7387, 0.5890], [2.8187, -3.8454, 0.8593], [4.9183, -2.4985, 0.7798], [4.8000, -0.0413, 0.3581], [2.6100, 1.0546, 0.0265], [0.4189, 0.1452, 2.9534], [0.5693, 1.9818, 4.6132], [0.3658, 4.3586, 3.8639], [0.0244, 4.8777, 1.4480], [-0.1476, 3.0359, -0.2131]], "lowdin_spin": [0.007, 0.086, 3.128, 0.071, 0.115, 0.036, 0.030, 0.085, 0.013, 0.082, 0.027, 0.267, 0.021, 0.007, 0.003, 0.000, 0.003, 0.001, 0.003, 0.001, 0.000, 0.001, -0.001, 0.001, 0.001, 0.006, 0.001, 0.001, 0.001, 0.000, 0.001, 0.000, 0.000, 0.000, 0.000, 0.001, 0.000, 0.000, 0.000, 0.000, 0.000, 0.000, 0.000, 0.000, 0.000, 0.000], "spin_multiplicity": 5, "homo_energy_ha": [-0.5433, -0.5432], "gap_ev": [6.7, 4.0], "e_lumo_ev": [-8.1, -10.7], "s_squared": 6.053, "total_charge": 2}

{"formula": "C9H17BO2", "method": "ωB97M-V/def2-TZVPD", "elements": ["B", "C", "C", "C", "C", "C", "C", "C", "C", "C", "O", "O", "H", "H", "H", "H", "H", "H", "H", "H", "H", "H", "H", "H", "H", "H", "H", "H", "H"], "xyz": [[-2.3928, 0.0219, -0.1155], [-0.9546, -0.5502, 0.1420], [-0.2703, -1.6891, 0.2765], [1.2456, -1.8133, 0.1848], [1.8656, -0.6569, -0.5842], [1.8287, 0.6892, -0.0048], [0.3799, 1.2254, 0.1202], [-1.0216, -2.9175, 0.4717], [0.1044, 1.9817, 1.3544], [-0.0613, 2.0326, -1.2040], [-3.3262, 0.4012, 0.8278], [-2.6563, 0.1540, -1.4881], [1.5531, -1.8323, 1.2734], [1.5104, -2.8964, -0.1098], [2.8955, -0.9887, -0.7469], [1.4014, -0.6335, -1.5136], [2.2673, 0.7352, 0.9716], [2.3374, 1.3617, -0.8148], [-0.6010, -3.3553, 1.3601], [-0.7081, -3.7682, -0.3033], [-2.0383, -2.8824, 0.3141], [0.6729, 2.9486, 1.2489], [0.2893, 1.4916, 2.3310], [-0.8801, 2.2535, 1.4706], [-0.5198, 1.3642, -1.7972], [0.9286, 2.2500, -1.6232], [-0.5449, 2.9527, -0.9286], [-4.0958, 0.7820, 0.3485], [-3.5190, 0.5414, -1.7731]], "mulliken_charge": [0.645, -0.306, 1.075, -0.635, -1.089, -0.692, 1.309, -1.791, -1.810, -1.828, -0.521, -0.605, 0.316, 0.374, 0.403, 0.403, 0.394, 0.195, 0.357, 0.269, 0.447, 0.405, 0.384, 0.440, 0.517, 0.440, 0.380, 0.271, 0.254], "e_above_lowest_ev": 2.217, "homo_energy_ha": -0.2943, "gap_ev": 8.3, "e_lumo_ev": 0.3, "total_charge": 0}